No. 1
Below is an isolated molecule of CH4N2P2, with properties calculated with ωB97M-V/def2-TZVPD.

Geometry (Å):
N: -0.9718 -0.4517 -0.7834
P: -1.6795 0.7218 0.3248
C: 0.0201 0.1370 0.0905
N: 1.0210 -0.5246 0.7875
P: 1.7262 0.8048 -0.1221
H: -1.0831 -0.1248 -1.6912
H: -2.0456 -0.2603 1.0814
H: 1.2186 -0.4333 1.7910
H: 1.7941 0.1311 -1.4785

Output
2S+1   1
Calculated total energy   -22656.363 eV
SMILES string   N1PC12NP2
ΔE to the lowest compared entry with this formula, charge and spin   207.0 kJ/mol

Need the Löwdin charges? In units of e they are: atom 1 (N): -0.2157, atom 2 (P): 0.8592, atom 3 (C): -1.0599, atom 4 (N): -0.2569, atom 5 (P): 0.8331, atom 6 (H): 0.0041, atom 7 (H): -0.1557, atom 8 (H): 0.0643, atom 9 (H): -0.0726

No. 2
Below is a structure of composition C16H12CrF9N3O4, with properties calculated with ωB97M-V/def2-TZVPD.

Geometry (Å):
Cr: 0.0221 -0.8011 -0.2018
N: -0.8075 2.7545 -1.0533
C: 0.6254 2.7287 -0.7131
C: 0.8150 2.1817 0.7016
O: 1.0898 3.0222 1.5858
N: 0.6321 0.8758 0.8938
C: 0.6949 0.5319 2.3229
C: 0.6100 -0.9663 2.5820
O: 0.8047 -1.3836 3.7228
O: 0.3138 -1.6893 1.5576
H: -0.9879 3.3867 -1.8223
H: -1.3362 3.0848 -0.2551
H: 1.0629 3.7279 -0.7032
H: 1.1607 2.1139 -1.4420
H: -0.1398 0.9984 2.8587
H: 1.5969 0.9283 2.7874
F: -3.4711 -4.2491 -0.8816
C: -2.2831 -4.4022 -1.4984
F: -2.1303 -5.7277 -1.7361
F: -2.3889 -3.8108 -2.6848
C: -1.1219 -3.7647 -0.6496
O: -1.1927 -2.4482 -0.7781
C: 0.2342 -4.3518 -1.2007
F: 0.5189 -5.6011 -0.7651
F: 1.2584 -3.5701 -0.8498
F: 0.2341 -4.4198 -2.5453
C: -1.2955 -4.2781 0.8469
F: -1.8145 -5.5416 0.9139
F: -0.1438 -4.3224 1.5190
F: -2.1359 -3.4895 1.5041
C: 0.3105 -0.2831 -2.3367
C: -0.6427 -0.7696 -3.2970
C: -0.2883 -1.6132 -4.3754
C: -1.2028 -2.0284 -5.3160
C: -2.5408 -1.6219 -5.2476
C: -2.9242 -0.7975 -4.1750
C: -2.0109 -0.3917 -3.2381
C: -3.4725 -2.0157 -6.2520
N: -4.2176 -2.3245 -7.0785
H: 0.0830 0.7520 -2.0822
H: 1.3446 -0.4158 -2.6586
H: 0.7425 -1.9424 -4.4512
H: -0.8947 -2.6716 -6.1328
H: -3.9623 -0.4959 -4.0949
H: -2.3247 0.2331 -2.4104

Output
<S²>   6.02
Total charge   -2
2S+1   5
Calculated total energy   -82330.543 eV
ΔE to the lowest compared entry with this formula, charge and spin   86.3 kJ/mol

Need the Löwdin charges? In units of e they are: atom 1 (Cr): 0.8385, atom 2 (N): 0.0035, atom 3 (C): -0.2200, atom 4 (C): -0.5840, atom 5 (O): -0.0599, atom 6 (N): -0.0543, atom 7 (C): -0.1577, atom 8 (C): -0.6442, atom 9 (O): -0.0118, atom 10 (O): -0.1474, atom 11 (H): 0.0557, atom 12 (H): 0.0662, atom 13 (H): 0.0939, atom 14 (H): 0.0845, atom 15 (H): 0.1222, atom 16 (H): 0.1129, atom 17 (F): 0.1460, atom 18 (C): -0.5373, atom 19 (F): 0.1267, atom 20 (F): 0.1662, atom 21 (C): -0.3351, atom 22 (O): -0.1627, atom 23 (C): -0.5262, atom 24 (F): 0.1323, atom 25 (F): 0.1543, atom 26 (F): 0.1448, atom 27 (C): -0.5373, atom 28 (F): 0.1099, atom 29 (F): 0.1549, atom 30 (F): 0.1681, atom 31 (C): -0.1860, atom 32 (C): -0.3108, atom 33 (C): -0.0593, atom 34 (C): -0.0660, atom 35 (C): -0.2832, atom 36 (C): -0.0584, atom 37 (C): -0.0467, atom 38 (C): -0.2376, atom 39 (N): 0.0873, atom 40 (H): -0.0069, atom 41 (H): 0.0441, atom 42 (H): 0.1032, atom 43 (H): 0.1041, atom 44 (H): 0.1052, atom 45 (H): 0.1082

No. 3
Below is a cluster of 7 separate species, C42H76B2ClN9O8PS in total, with properties calculated with ωB97M-V/def2-TZVPD.

Geometry (Å):
C: 4.0078 -2.2608 0.1978
C: 2.8052 -2.3577 -0.8769
B: 1.3965 -1.6877 -0.3298
O: 1.1402 -1.8942 1.0595
N: 0.4545 -0.9683 -1.3339
C: -0.4471 -2.0226 -1.8503
O: 0.2182 -2.5925 -3.0400
C: -2.0146 -1.8330 -1.9666
C: -2.6141 -1.1891 -3.2878
C: -2.1736 -1.8882 -4.7001
O: -2.5376 -1.2460 -5.7399
O: -2.7911 -3.0753 -1.7184
C: -2.3408 -4.1925 -2.4005
N: -1.8607 -5.1509 -2.9784
C: -2.4089 -1.0229 -0.5795
P: -2.0931 -2.1557 0.9612
S: -3.6912 -2.7236 1.9087
B: -4.0435 -0.7412 -0.4451
O: -4.6044 0.0959 0.6314
N: -5.1294 -1.3018 -1.3052
C: -6.1302 -0.2467 -1.7288
C: -5.9424 -2.3727 -0.6744
C: -1.6070 0.3951 -0.4559
O: -1.7778 0.7454 0.9441
Cl: -2.7049 1.5886 -1.3463
C: -0.0408 0.3872 -0.9481
C: 0.8112 1.1122 0.2327
C: 0.5656 2.6664 0.4501
O: 1.5420 3.3792 0.8716
O: -0.6491 3.3826 0.2905
C: 0.1352 1.3729 -2.2211
C: 1.5019 1.6473 -2.9441
C: 1.4291 0.9313 -4.4293
C: 2.9098 1.2226 -2.3610
H: 3.6459 -2.8043 1.1558
H: 4.3624 -1.1987 0.4251
H: 4.8603 -2.9329 -0.2115
H: 3.0773 -2.0173 -1.9362
H: 2.5553 -3.4937 -0.9686
H: 0.8838 -2.8189 1.2799
H: 1.1407 -0.8009 -2.1180
H: -0.3303 -2.9379 -1.1291
H: 0.8139 -3.3259 -2.7664
H: -3.7698 -1.2669 -3.3898
H: -2.3914 -0.0839 -3.4780
H: -1.6274 -2.8917 -4.7665
H: -1.4482 -3.4021 0.6005
H: -1.2414 -1.5442 1.9341
H: -5.2353 -0.4290 1.1706
H: -5.6511 0.7265 -2.0854
H: -6.8980 -0.0935 -0.8689
H: -6.7473 -0.7381 -2.5812
H: -5.2342 -3.2731 -0.4905
H: -6.7714 -2.7831 -1.3730
H: -6.4029 -2.1114 0.3456
H: -2.3610 1.5361 1.0363
H: 0.6800 0.6214 1.2764
H: 1.9623 1.0567 0.0811
H: -0.4507 4.3573 0.3167
H: -0.3097 2.4332 -2.0546
H: -0.5886 0.9253 -3.0171
H: 1.6100 2.7701 -3.2320
H: 0.4224 1.1750 -4.9318
H: 2.3230 1.3074 -5.0672
H: 1.5974 -0.1861 -4.2357
H: 3.0411 0.1414 -2.0096
H: 3.7222 1.3914 -3.1731
H: 3.2052 1.9010 -1.4809
C: 5.3672 3.3678 5.1657
C: 4.8546 3.8204 3.8036
C: 3.8880 2.8232 3.1626
C: 4.5349 1.5485 2.8350
N: 5.0430 0.5452 2.5820
H: 5.9495 2.4515 5.0877
H: 6.0127 4.1349 5.5986
H: 4.5381 3.1927 5.8576
H: 5.7069 4.0002 3.1401
H: 4.3380 4.7780 3.9260
H: 3.4864 3.2607 2.2438
H: 3.0370 2.6477 3.8279
C: -4.0915 -6.5096 0.7446
C: -3.0985 -7.5486 0.2389
C: -2.1909 -8.0965 1.3399
C: -1.3046 -7.0645 1.8886
N: -0.6121 -6.2518 2.3227
H: -3.5812 -5.6239 1.1328
H: -4.7444 -6.1864 -0.0706
H: -4.7202 -6.9207 1.5391
H: -2.4954 -7.1108 -0.5635
H: -3.6581 -8.3803 -0.2005
H: -1.5798 -8.9047 0.9263
H: -2.7944 -8.5346 2.1405
C: 2.8302 -6.7720 6.6416
C: 2.3106 -6.3478 5.2733
C: 1.3641 -7.3712 4.6445
C: 2.0375 -8.6364 4.3346
N: 2.5659 -9.6316 4.0960
H: 3.4327 -7.6819 6.5775
H: 3.4610 -5.9858 7.0648
H: 2.0046 -6.9535 7.3352
H: 3.1600 -6.1607 4.6079
H: 1.7757 -5.3987 5.3831
H: 0.9555 -6.9525 3.7197
H: 0.5157 -7.5543 5.3110
C: -4.1140 5.9855 -2.9880
C: -2.8092 6.5399 -3.5475
C: -2.2827 5.7485 -4.7448
C: -1.9013 4.3804 -4.3840
N: -1.6066 3.3030 -4.1005
H: -3.9847 4.9724 -2.5965
H: -4.4691 6.6150 -2.1679
H: -4.8911 5.9612 -3.7568
H: -2.0576 6.5643 -2.7516
H: -2.9765 7.5755 -3.8601
H: -1.4054 6.2656 -5.1516
H: -3.0353 5.7277 -5.5395
C: 5.6053 -0.4495 9.4036
C: 4.9226 -0.4279 8.0416
C: 5.8976 -0.2156 6.8826
C: 6.5340 1.1044 6.9245
N: 7.0361 2.1399 6.9600
H: 6.0782 0.5097 9.6307
H: 4.8721 -0.6518 10.1885
H: 6.3704 -1.2295 9.4460
H: 4.1545 0.3525 8.0362
H: 4.4082 -1.3831 7.8948
H: 5.3520 -0.3147 5.9383
H: 6.6628 -0.9976 6.8894
C: -3.3359 8.9628 -7.4134
C: -2.3990 10.0984 -7.0204
C: -0.9201 9.7223 -7.1244
C: -0.5437 8.6738 -6.1713
N: -0.2502 7.8460 -5.4260
H: -3.2345 8.1072 -6.7396
H: -4.3746 9.2995 -7.3676
H: -3.1347 8.6238 -8.4333
H: -2.6348 10.4236 -6.0019
H: -2.5896 10.9509 -7.6797
H: -0.3142 10.6122 -6.9279
H: -0.6869 9.3995 -8.1435

Output
Total charge   +1
2S+1   1
Calculated total energy   -108564.895 eV

Atomic partial charges in e from the Löwdin method, atoms 1 to 99: atom 1 (C): -0.0940, atom 2 (C): -0.1486, atom 3 (B): -0.4140, atom 4 (O): 0.0887, atom 5 (N): 0.1246, atom 6 (C): -0.1931, atom 7 (O): -0.0032, atom 8 (C): -0.2711, atom 9 (C): -0.0338, atom 10 (C): -0.1451, atom 11 (O): -0.0034, atom 12 (O): -0.0451, atom 13 (C): -0.2237, atom 14 (N): 0.1879, atom 15 (C): -0.2739, atom 16 (P): 0.5120, atom 17 (S): 0.3056, atom 18 (B): -0.6305, atom 19 (O): 0.0013, atom 20 (N): -0.1606, atom 21 (C): -0.0853, atom 22 (C): -0.1350, atom 23 (C): -0.5626, atom 24 (O): -0.1036, atom 25 (Cl): 0.8405, atom 26 (C): -0.2282, atom 27 (C): 0.0005, atom 28 (C): -0.3319, atom 29 (O): 0.0293, atom 30 (O): 0.0265, atom 31 (C): -0.1571, atom 32 (C): -0.3573, atom 33 (C): -0.0746, atom 34 (C): -0.0877, atom 35 (H): 0.0937, atom 36 (H): 0.0694, atom 37 (H): 0.0992, atom 38 (H): 0.1008, atom 39 (H): 0.1349, atom 40 (H): 0.1287, atom 41 (H): 0.1571, atom 42 (H): 0.1572, atom 43 (H): 0.1229, atom 44 (H): 0.1545, atom 45 (H): 0.1051, atom 46 (H): 0.1233, atom 47 (H): -0.0006, atom 48 (H): 0.0146, atom 49 (H): 0.0805, atom 50 (H): 0.0904, atom 51 (H): 0.1065, atom 52 (H): 0.1074, atom 53 (H): 0.0668, atom 54 (H): 0.1132, atom 55 (H): 0.0939, atom 56 (H): 0.1113, atom 57 (H): 0.1525, atom 58 (H): 0.1383, atom 59 (H): 0.1515, atom 60 (H): 0.0929, atom 61 (H): 0.0894, atom 62 (H): 0.1544, atom 63 (H): 0.0860, atom 64 (H): 0.0973, atom 65 (H): 0.0731, atom 66 (H): 0.0589, atom 67 (H): 0.1102, atom 68 (H): 0.0906, atom 69 (C): -0.1399, atom 70 (C): -0.2533, atom 71 (C): -0.1967, atom 72 (C): -0.2239, atom 73 (N): 0.1403, atom 74 (H): 0.0298, atom 75 (H): 0.0752, atom 76 (H): 0.0814, atom 77 (H): 0.1159, atom 78 (H): 0.1103, atom 79 (H): 0.0893, atom 80 (H): 0.1232, atom 81 (C): -0.1115, atom 82 (C): -0.2603, atom 83 (C): -0.1769, atom 84 (C): -0.1973, atom 85 (N): 0.1448, atom 86 (H): 0.0242, atom 87 (H): 0.0724, atom 88 (H): 0.0830, atom 89 (H): 0.0972, atom 90 (H): 0.1146, atom 91 (H): 0.1254, atom 92 (H): 0.1276, atom 93 (C): -0.1116, atom 94 (C): -0.2709, atom 95 (C): -0.2107, atom 96 (C): -0.2341, atom 97 (N): 0.1401, atom 98 (H): 0.0748, atom 99 (H): 0.0703